Here is C25H24F4IrN5SSi as an isolated structure from the OMol25 dataset. Energies are from wB97M-V/def2-TZVPD.

Cartesian coordinates (Å):
Ir -0.118141 0.274940 0.530472
N -1.730396 2.753687 4.238649
C -1.191352 2.035211 3.236019
S 0.195787 2.892100 2.540051
N -1.788982 0.908251 2.986468
N -1.498584 0.086992 1.931423
C -2.210161 -0.992857 1.888690
C -1.996160 -1.943102 0.797969
C -2.716227 -3.120181 0.685910
C -2.445057 -3.960783 -0.385094
C -1.472966 -3.595389 -1.300177
C -0.794426 -2.395631 -1.124025
N -1.048876 -1.591149 -0.096241
H -1.254755 3.545359 4.633384
H -2.579955 2.421998 4.664324
H -2.953442 -1.159138 2.657401
H -3.470787 -3.365897 1.420290
H -2.988139 -4.888525 -0.501177
H -1.235809 -4.223310 -2.146791
H -0.038737 -2.063852 -1.823187
C -3.040658 2.848151 -2.442769
Si -2.784446 1.710094 -0.984026
C -2.961199 2.760518 0.542623
C -4.091212 0.369860 -0.962271
N -1.174761 1.011154 -1.045183
C -0.542731 0.645163 -2.227455
C -1.169320 0.455005 -3.473141
C -0.444183 0.129224 -4.608937
C 0.933285 -0.063749 -4.562486
C 1.584392 0.060015 -3.343364
C 0.825268 0.395701 -2.255068
F 1.452205 0.451131 -0.993826
H -3.847578 3.538592 -2.184065
H -3.329996 2.362814 -3.372252
H -2.146814 3.446246 -2.633439
H -3.816111 3.423468 0.383899
H -2.083149 3.387679 0.698808
H -3.163761 2.195130 1.450604
H -5.059618 0.792039 -1.243500
H -4.208308 -0.071519 0.031182
H -3.866788 -0.434435 -1.667742
H -2.241440 0.556191 -3.537676
H -0.970172 0.007341 -5.546376
H 1.489533 -0.324199 -5.450902
H 2.647914 -0.105581 -3.233431
F 7.846213 -1.222235 2.302853
C 6.869496 -1.959269 1.750518
F 7.250942 -2.243040 0.493283
F 6.798656 -3.113843 2.424063
C 5.558898 -1.214606 1.759913
C 5.473810 -0.020040 1.048551
C 4.292905 0.686771 1.030202
C 3.170550 0.200129 1.733961
C 3.275830 -1.004871 2.454276
C 4.465830 -1.703395 2.463398
C 1.968380 0.914460 1.714308
C 0.857588 1.553947 1.643208
H 6.336398 0.350217 0.510418
H 4.214601 1.614933 0.481113
H 2.418969 -1.375582 3.000352
H 4.547744 -2.628332 3.016018

Atoms 1-2, force components in eV/Å:
0.42 -0.03 0.00
0.00 0.01 -0.09

## Properties
2S+1: 2
Energy relative to the best compared isomer or geometry (same formula, charge and spin) in kJ/mol: 143.7
Charge: +1
Lowest unoccupied orbital energy (spin up / spin down) in eV: -3.93 / -4.49
<S²>: 0.791
Total energy in eV: -66180.1920
Gap between HOMO and LUMO (spin up / spin down) in eV: 6.094 / 5.740

Here are the Löwdin charges for atoms 1 to 4, given in e: 1.346, 0.105, -0.680, 1.023